# 1
Computed, not measured: a structure of composition C51H55BrIN6P2SSiTc, with ωB97M-V with the def2-TZVPD basis set.

HOMO energy (alpha / beta) ... -0.550 / -0.550 Ha
LUMO level (alpha / beta) ... -0.2769 / -0.3091 hartree
Multiplicity ... 4
HOMO-LUMO gap (alpha / beta) ... 7.42 / 6.56 eV
Total charge ... +3

CARTESIAN COORDINATES (ANGSTROEM)
1 Tc 1.09 -0.05 0.82
2 C 0.52 2.49 3.35
3 Si -0.18 1.83 1.73
4 C -0.16 3.23 0.46
5 C 0.42 4.42 0.91
6 C 0.55 5.55 0.11
7 C 0.12 5.51 -1.20
8 C -0.46 4.35 -1.70
9 C -0.60 3.21 -0.90
10 P -1.60 1.88 -1.65
11 C -3.26 2.01 -0.97
12 C -3.53 3.06 -0.10
13 C -4.83 3.29 0.34
14 C -5.86 2.46 -0.09
15 C -5.60 1.42 -0.97
16 C -4.31 1.20 -1.42
17 C -1.72 2.25 -3.42
18 C -2.92 2.63 -4.00
19 C -2.97 2.94 -5.35
20 C -1.83 2.88 -6.13
21 C -0.61 2.51 -5.55
22 C -0.56 2.20 -4.20
23 C -1.88 1.26 2.27
24 C -2.86 2.12 2.77
25 C -4.03 1.63 3.31
26 C -4.26 0.26 3.36
27 C -3.30 -0.62 2.89
28 C -2.11 -0.12 2.35
29 P -0.80 -1.22 1.76
30 C -0.99 -2.72 2.72
31 C -0.40 -2.78 3.98
32 C -0.65 -3.86 4.81
33 C -1.49 -4.88 4.38
34 C -2.08 -4.83 3.12
35 C -1.83 -3.74 2.29
36 C -1.29 -1.59 0.02
37 C 0.46 -1.97 -1.31
38 C 0.48 -2.24 -2.79
39 C -0.62 -2.89 -3.14
40 C -2.55 -1.72 -1.94
41 C -2.65 -1.42 -0.48
42 H -0.17 3.24 3.74
43 H 1.51 2.95 3.28
44 H 0.55 1.68 4.09
45 H 0.75 4.49 1.94
46 H 0.98 6.46 0.52
47 H 0.21 6.38 -1.84
48 H -0.82 4.36 -2.71
49 H -2.74 3.73 0.23
50 H -5.04 4.12 1.00
51 H -6.87 2.64 0.25
52 H -6.41 0.80 -1.33
53 H -4.12 0.42 -2.15
54 H -3.83 2.69 -3.40
55 H -3.92 3.24 -5.80
56 H -1.87 3.12 -7.18
57 H 0.29 2.47 -6.15
58 H 0.41 1.96 -3.75
59 H -2.68 3.20 2.77
60 H -4.77 2.31 3.71
61 H -5.18 -0.13 3.79
62 H -3.46 -1.69 2.97
63 H 0.26 -1.98 4.31
64 H -0.20 -3.91 5.79
65 H -1.69 -5.72 5.03
66 H -2.73 -5.62 2.79
67 H -2.32 -3.69 1.32
68 H 1.43 -2.09 -0.84
69 H 1.32 -1.99 -3.42
70 H -0.86 -3.24 -4.15
71 H -3.50 -1.91 -2.44
72 H -3.50 -1.00 0.05
73 Br 3.38 -0.05 -4.31
74 C 3.10 1.77 -3.89
75 C 3.12 2.69 -4.93
76 C 2.91 4.04 -4.67
77 C 2.67 4.48 -3.38
78 C 2.66 3.57 -2.33
79 C 2.88 2.23 -2.59
80 I 3.08 0.94 -0.94
81 H 3.32 2.34 -5.94
82 H 2.96 4.75 -5.49
83 H 2.51 5.53 -3.17
84 H 2.49 3.91 -1.31
85 N 3.87 -0.15 2.39
86 N 2.61 0.54 2.38
87 H 4.52 0.37 2.97
88 H 4.24 -0.19 1.45
89 H 2.75 1.54 2.28
90 H 2.21 0.41 3.30
91 N -1.95 -0.52 -2.56
92 C -1.60 -2.98 -1.99
93 C -0.69 -2.81 -0.75
94 N -0.25 -0.66 -0.76
95 C -0.85 0.14 -1.85
96 H -1.74 -0.65 -3.53
97 H -2.18 -3.90 -1.99
98 H -0.46 -3.71 -0.19
99 H -0.04 0.36 -2.54
100 C 3.88 -4.26 -0.48
101 N 4.33 -4.10 0.90
102 C 5.77 -4.33 1.08
103 C 3.53 -3.59 1.86
104 S 2.07 -2.76 1.42
105 N 3.85 -3.79 3.15
106 C 3.27 -3.00 4.24
107 C 4.57 -4.98 3.64
108 H 4.47 -5.05 -0.94
109 H 4.04 -3.33 -1.05
110 H 2.84 -4.53 -0.53
111 H 6.28 -3.90 0.22
112 H 6.02 -5.39 1.12
113 H 6.14 -3.84 1.97
114 H 2.96 -2.04 3.87
115 H 4.03 -2.87 5.01
116 H 2.42 -3.53 4.67
117 H 4.64 -5.73 2.87
118 H 3.99 -5.40 4.46
119 H 5.56 -4.74 4.01

=====

# 2
Computed, not measured: a cluster of 4 separate species, C20H18ClF3NO14P in total in a non-equilibrium geometry, with ωB97M-V with the def2-TZVPD basis set.

HOMO energy ... -0.378 Ha
LUMO level ... -0.0464 hartree
HOMO-LUMO gap ... 9.01 eV
SMILES string ... O=COCCc1ccc2c(c1[PH2]=O)C(=O)N(Cl)C2=O.O=C1OC[C@@H](F)O1.O=C1OC[C@@H](F)O1.O=C1OC[C@@H](F)O1
Total charge ... 0

CARTESIAN COORDINATES (ANGSTROEM)
1 O -5.17 1.33 1.95
2 C -5.65 0.56 1.16
3 O -5.60 -0.79 1.46
4 C -5.84 -1.63 0.29
5 C -4.43 -2.25 -0.08
6 C -3.58 -1.15 -0.82
7 C -4.16 -0.55 -2.04
8 C -3.47 0.50 -2.77
9 C -2.18 0.93 -2.28
10 C -1.59 0.32 -1.05
11 C -2.27 -0.73 -0.32
12 P -1.41 -1.42 1.18
13 O -0.11 -2.09 0.79
14 C -0.22 1.03 -0.79
15 O 0.66 0.74 -0.05
16 N -0.30 2.21 -1.67
17 Cl -1.30 3.24 -0.65
18 C -1.18 2.03 -2.81
19 O -1.21 2.57 -3.86
20 H -6.07 0.99 0.21
21 H -6.57 -2.45 0.51
22 H -6.27 -1.00 -0.52
23 H -3.95 -2.48 0.91
24 H -4.50 -3.20 -0.66
25 H -5.15 -0.93 -2.38
26 H -3.89 1.00 -3.67
27 H -2.19 -2.37 1.89
28 H -1.10 -0.37 2.11
29 C 2.93 -1.09 0.85
30 C 3.77 -2.13 1.53
31 O 4.57 -2.64 0.47
32 C 4.72 -1.60 -0.41
33 O 5.54 -1.57 -1.27
34 O 3.82 -0.61 -0.17
35 F 3.00 -3.14 2.00
36 H 2.03 -1.50 0.38
37 H 2.64 -0.29 1.52
38 H 4.41 -1.75 2.32
39 C -1.75 1.28 5.77
40 C -2.87 2.27 5.62
41 O -2.47 3.02 4.49
42 C -1.73 2.18 3.73
43 O -1.45 2.38 2.59
44 O -1.34 1.07 4.42
45 F -2.94 3.09 6.69
46 H -0.92 1.67 6.35
47 H -2.09 0.34 6.23
48 H -3.85 1.82 5.43
49 C 6.88 0.14 -3.58
50 C 6.50 0.48 -4.99
51 O 7.72 0.92 -5.55
52 C 8.71 0.26 -4.87
53 O 9.83 0.18 -5.24
54 O 8.23 -0.30 -3.73
55 F 5.61 1.50 -5.02
56 H 6.85 1.01 -2.91
57 H 6.26 -0.65 -3.15
58 H 6.12 -0.37 -5.56

=====

# 3
Computed, not measured: the ion C10H11N2O with charge +1 in a non-equilibrium geometry, with ωB97M-V with the def2-TZVPD basis set.

HOMO energy ... -0.457 Ha
LUMO level ... -0.1239 hartree
Energy above the lowest of the compared OMol25 structures with the same formula, charge and spin ... 124.71 kJ/mol
HOMO-LUMO gap ... 9.07 eV
SMILES string ... C[C@@]12[NH2+]Cc3cccc(c31)NC2=O
Total charge ... +1

CARTESIAN COORDINATES (ANGSTROEM)
1 C -2.80 -1.16 0.09
2 C -2.55 0.22 0.26
3 C -1.79 -2.08 -0.27
4 C -1.23 0.70 0.05
5 C -0.28 -0.22 -0.35
6 C -0.44 -1.58 -0.32
7 C 1.83 -1.09 0.35
8 C -0.58 1.96 0.58
9 C 1.20 0.36 -0.07
10 C 2.15 0.68 -1.18
11 N 0.88 -2.06 0.03
12 N 0.86 1.57 0.81
13 O 2.96 -1.29 0.64
14 H -3.70 -1.68 0.23
15 H -3.44 0.69 0.57
16 H -1.92 -3.09 -0.30
17 H -0.53 2.66 -0.27
18 H -1.21 2.36 1.53
19 H 2.94 1.25 -0.82
20 H 1.63 1.46 -1.83
21 H 2.46 -0.12 -1.81
22 H 1.07 -2.99 -0.24
23 H 1.63 2.16 0.51
24 H 0.87 1.28 1.83

=====

# 4
Computed, not measured: a cluster of 8 separate species, C35H51ClF7NO17SSi in total in a non-equilibrium geometry, with ωB97M-V with the def2-TZVPD basis set.

HOMO energy ... -0.358 Ha
LUMO level ... -0.0052 hartree
HOMO-LUMO gap ... 9.61 eV
SMILES string ... CCN[Si@H](CC(=O)Cl)S(=O)(=O)C(F)(F)C(F)(F)C(F)(F)F.O=C1CCCO1.O=C1CCCO1.O=C1CCCO1.O=C1CCCO1.O=C1CCCO1.O=C1CCCO1.O=C1CCCO1
Total charge ... 0

CARTESIAN COORDINATES (ANGSTROEM)
1 C -1.94 -3.40 6.00
2 C -3.06 -3.94 5.07
3 N -2.55 -4.38 3.73
4 Si -1.95 -2.99 2.89
5 C -3.08 -2.30 1.55
6 C -4.01 -1.18 2.05
7 O -4.60 -1.22 3.03
8 Cl -4.15 0.24 0.98
9 S 0.02 -3.60 2.04
10 O -0.09 -3.98 0.64
11 O 0.49 -4.72 2.80
12 C 1.31 -2.27 2.22
13 F 2.43 -2.77 1.74
14 F 0.90 -1.24 1.50
15 C 1.58 -1.78 3.67
16 F 0.71 -0.84 4.00
17 F 1.56 -2.74 4.56
18 C 3.01 -1.11 3.76
19 F 3.91 -2.03 3.98
20 F 3.00 -0.34 4.82
21 F 3.28 -0.40 2.71
22 H -1.94 -2.32 5.95
23 H -0.95 -3.75 5.70
24 H -2.09 -3.73 7.03
25 H -3.58 -4.78 5.52
26 H -3.76 -3.12 4.88
27 H -3.23 -4.90 3.20
28 H -1.63 -1.89 3.81
29 H -2.47 -1.85 0.75
30 H -3.69 -3.06 1.06
31 O -3.96 -1.30 6.06
32 C -4.38 -0.20 6.23
33 O -4.89 0.26 7.40
34 C -5.41 1.59 7.22
35 C -4.69 2.13 5.99
36 C -4.47 0.87 5.16
37 H -6.49 1.52 7.08
38 H -5.21 2.18 8.11
39 H -5.25 2.91 5.48
40 H -3.72 2.55 6.28
41 H -5.32 0.65 4.52
42 H -3.56 0.92 4.58
43 O 7.95 1.72 -1.56
44 C 7.12 1.50 -0.73
45 O 7.03 2.20 0.44
46 C 6.01 1.62 1.27
47 C 5.10 0.87 0.32
48 C 6.06 0.42 -0.76
49 H 6.49 0.96 2.00
50 H 5.49 2.42 1.81
51 H 4.56 0.06 0.80
52 H 4.36 1.56 -0.11
53 H 6.53 -0.54 -0.52
54 H 5.59 0.37 -1.74
55 O 5.34 -3.95 -1.61
56 C 4.39 -4.66 -1.46
57 O 4.24 -5.85 -2.09
58 C 2.94 -6.40 -1.79
59 C 2.52 -5.74 -0.49
60 C 3.17 -4.37 -0.60
61 H 2.26 -6.17 -2.61
62 H 3.02 -7.48 -1.69
63 H 1.44 -5.71 -0.35
64 H 2.95 -6.28 0.36
65 H 2.53 -3.65 -1.13
66 H 3.47 -3.98 0.36
67 O -4.61 -0.65 -1.77
68 C -4.31 0.23 -2.52
69 O -3.05 0.45 -2.95
70 C -3.00 1.64 -3.75
71 C -4.42 1.85 -4.25
72 C -5.24 1.28 -3.10
73 H -2.65 2.47 -3.13
74 H -2.29 1.50 -4.57
75 H -4.64 2.88 -4.49
76 H -4.59 1.25 -5.15
77 H -5.45 2.03 -2.33
78 H -6.17 0.83 -3.44
79 O -0.33 -5.92 -4.09
80 C 0.22 -5.41 -5.02
81 O -0.27 -5.45 -6.29
82 C 0.67 -4.85 -7.19
83 C 1.54 -3.95 -6.33
84 C 1.55 -4.69 -5.00
85 H 1.25 -5.65 -7.67
86 H 0.13 -4.31 -7.96
87 H 2.53 -3.77 -6.75
88 H 1.05 -2.98 -6.21
89 H 2.35 -5.43 -4.96
90 H 1.62 -4.01 -4.16
91 O -2.87 5.42 -5.36
92 C -2.39 5.75 -4.31
93 O -1.99 4.86 -3.37
94 C -1.57 5.55 -2.18
95 C -1.22 6.96 -2.65
96 C -2.19 7.16 -3.81
97 H -2.39 5.55 -1.47
98 H -0.72 5.04 -1.74
99 H -1.30 7.70 -1.87
100 H -0.19 6.98 -3.02
101 H -3.15 7.56 -3.47
102 H -1.77 7.79 -4.59
103 O 1.15 8.50 -1.48
104 C 1.86 7.58 -1.19
105 O 1.78 6.92 0.00
106 C 2.82 5.94 0.08
107 C 3.22 5.65 -1.35
108 C 2.98 7.00 -2.03
109 H 3.65 6.36 0.67
110 H 2.44 5.06 0.59
111 H 4.24 5.28 -1.45
112 H 2.55 4.90 -1.78
113 H 3.85 7.65 -1.96
114 H 2.66 6.88 -3.07

=====

# 5
Computed, not measured: a structure of composition C24H19Br3MoN5O9, with ωB97M-V with the def2-TZVPD basis set.

HOMO energy (alpha / beta) ... -0.394 / -0.403 Ha
LUMO level (alpha / beta) ... -0.1209 / -0.1458 hartree
Energy above the lowest of the compared OMol25 structures with the same formula, charge and spin ... 22.65 kJ/mol
Multiplicity ... 3
HOMO-LUMO gap (alpha / beta) ... 7.43 / 7.00 eV
Total charge ... +1

CARTESIAN COORDINATES (ANGSTROEM)
1 Mo 0.34 0.42 -0.33
2 C -1.89 -2.13 1.70
3 C -1.12 -1.00 2.29
4 N -0.40 -0.08 1.66
5 C 0.12 0.76 2.62
6 C -0.27 0.34 3.85
7 N -1.05 -0.76 3.61
8 C -0.06 0.80 5.25
9 O 0.68 1.88 5.41
10 O -0.56 0.18 6.14
11 C 0.94 1.89 2.16
12 O 1.41 2.71 2.93
13 O 1.06 1.91 0.86
14 H -2.33 -1.83 0.75
15 H -2.68 -2.43 2.39
16 H -1.24 -2.98 1.52
17 H -1.49 -1.29 4.36
18 H 1.01 2.25 4.56
19 C 4.52 1.23 -2.13
20 O 3.68 2.41 -2.23
21 C 2.43 2.27 -1.84
22 O 1.98 1.18 -1.46
23 N 1.75 3.42 -1.93
24 N 0.40 3.45 -1.59
25 H 5.50 1.56 -2.43
26 H 4.15 0.46 -2.81
27 H 4.52 0.86 -1.11
28 H 2.25 4.25 -2.19
29 H -0.14 3.83 -2.36
30 H 0.27 4.00 -0.75
31 Br -0.90 -0.44 -5.20
32 C -1.90 0.50 -3.92
33 C -3.15 1.04 -4.26
34 C -3.90 1.74 -3.35
35 Br -5.57 2.45 -3.87
36 C -3.42 1.93 -2.03
37 C -4.07 2.64 -1.00
38 C -3.47 2.76 0.22
39 C -2.22 2.15 0.45
40 N -1.60 1.48 -0.49
41 C -2.17 1.37 -1.72
42 C -1.40 0.65 -2.65
43 O -0.24 0.18 -2.22
44 H -3.53 0.91 -5.27
45 H -5.03 3.10 -1.19
46 H -3.94 3.30 1.03
47 H -1.74 2.24 1.41
48 Br 2.26 -2.49 2.86
49 C 2.09 -3.72 1.42
50 C 2.46 -5.03 1.63
51 C 2.28 -5.96 0.61
52 C 1.70 -5.59 -0.59
53 C 1.31 -4.28 -0.79
54 C 1.52 -3.33 0.21
55 C 1.13 -1.93 -0.07
56 O 1.90 -0.95 0.10
57 O -0.05 -1.66 -0.48
58 H 2.89 -5.32 2.58
59 H 2.59 -6.99 0.78
60 H 1.55 -6.32 -1.37
61 H 0.85 -3.97 -1.72

=====

# 6
Computed, not measured: a cluster of 2 separate species, C3H3NO2 in total in a non-equilibrium geometry, with ωB97M-V with the def2-TZVPD basis set.

HOMO energy (alpha / beta) ... -0.231 / -0.407 Ha
LUMO level (alpha / beta) ... 0.0231 / -0.0931 hartree
Energy above the lowest of the compared OMol25 structures with the same formula, charge and spin ... 4.43 kJ/mol
Multiplicity ... 3
HOMO-LUMO gap (alpha / beta) ... 6.90 / 8.53 eV
Total charge ... 0

CARTESIAN COORDINATES (ANGSTROEM)
1 C -0.68 1.41 0.90
2 C 2.07 -1.18 -1.68
3 C -1.58 0.72 1.47
4 N 1.04 -1.16 -1.03
5 O 3.20 -1.19 -1.96
6 O 0.01 1.86 0.07
7 H -1.91 0.66 2.55
8 H 0.13 -1.25 -1.19
9 H -2.28 0.12 0.86